Entry 1:
A 4-piece molecular cluster, C35H42F11O16P overall. Source: the OMol25 dataset; level of theory: the ωB97M-V functional and the def2-TZVPD basis.

```
105
Properties=species:S:1:pos:R:3:forces:R:3
C -0.96186 -5.23749 3.46403 -0.174 0.642 0.030
C -1.84551 -4.36004 2.55456 0.756 -0.563 0.452
C -1.00046 -4.02631 1.34400 -0.535 -0.726 0.321
O -1.69367 -3.16888 0.41662 0.731 0.049 0.625
C -0.87369 -2.37931 -0.39543 -2.167 1.622 -2.739
P 0.22100 -3.43864 -1.45944 0.816 -1.558 0.459
O 1.25105 -4.21919 -0.73441 0.210 0.253 0.299
C -1.92826 -1.85597 -1.47010 -0.715 -0.876 -0.960
O -2.62173 -2.54448 -2.19444 0.972 1.097 1.262
O -1.96814 -0.50299 -1.50449 -0.314 -0.243 0.358
C -0.71641 0.03365 -0.96433 0.632 0.150 -1.745
C -0.82887 1.49375 -0.53723 -1.251 0.051 0.095
C -1.70928 2.35609 -1.47027 0.552 0.668 0.193
C -0.90025 3.27632 -2.43441 -0.749 -0.442 0.856
C -1.16938 4.72394 -2.10570 0.466 -0.399 -0.283
F -0.51002 5.49522 -2.99817 0.167 0.226 -0.156
F -2.47552 5.03244 -2.20639 -0.337 0.082 0.093
C -0.67305 5.15832 -0.68849 0.079 1.165 -0.461
F 0.35658 4.41928 -0.27231 -0.011 -0.334 0.163
F -1.64240 5.12496 0.22391 -0.137 -0.458 0.205
F -0.24755 6.42416 -0.74494 0.010 0.014 0.089
C 0.18905 0.07217 -2.25006 0.127 -0.355 0.085
C -0.55558 0.06875 -3.59465 0.797 -0.053 0.241
O 0.35263 0.59048 -4.60153 0.095 -0.520 -0.163
C 1.15169 -0.38555 -5.13001 -0.440 -0.339 -1.329
O 0.89512 -0.95784 -6.16508 0.416 0.767 1.394
C -0.40416 -0.99187 0.12124 1.562 -1.179 2.596
C 1.08051 -1.14236 0.65937 0.421 0.731 -0.315
C 2.18881 -0.52254 -0.15327 -0.902 -0.682 0.662
C 2.44616 0.81168 -0.10716 -1.157 1.083 1.323
C 3.42816 1.39202 -0.83371 0.628 1.351 -0.507
C 4.21810 0.63703 -1.65653 0.885 0.393 -0.716
C 5.30681 1.20640 -2.52296 0.134 -0.567 0.129
C 3.98974 -0.70946 -1.67690 0.828 -0.445 -0.864
C 2.99916 -1.27306 -0.94212 0.005 -1.891 -0.292
C -1.16769 -0.69039 1.46322 -0.267 0.293 -1.611
C -2.70315 -0.61914 1.43214 -0.494 -0.349 1.124
O -3.17073 -1.46811 2.48157 0.192 0.194 0.046
C -3.29810 0.77955 1.74922 -1.033 -1.267 0.299
F -2.56621 1.47483 2.62583 0.307 0.354 -0.191
F -3.52583 1.50009 0.65039 0.444 0.456 -0.256
F -4.50446 0.62860 2.31943 -0.090 0.086 0.023
H -0.73030 -6.19836 3.01647 0.065 -0.129 0.022
H -0.04257 -4.69045 3.66811 0.270 -0.166 -0.032
H -1.43167 -5.36531 4.43315 -0.178 -0.295 0.058
H -2.09352 -3.47870 3.13619 -0.345 0.153 -0.217
H -2.71894 -4.95047 2.28819 -0.322 0.319 -0.142
H -0.05687 -3.62418 1.70583 0.101 0.356 -0.316
H -0.79157 -4.97073 0.84391 0.289 0.015 -0.200
H -0.68763 -4.31632 -2.08364 -0.238 0.553 -0.091
H 0.81284 -2.68208 -2.49347 -0.568 0.264 -0.003
H -1.22344 1.61018 0.46696 0.037 -0.142 0.014
H 0.15113 1.94402 -0.52423 0.321 -0.219 0.091
H -2.26313 3.02599 -0.82042 -0.274 -0.100 0.084
H -2.46632 1.78783 -1.99460 0.004 -0.181 -0.093
H -1.19908 3.10591 -3.46134 0.236 0.132 -0.277
H 0.16408 3.12999 -2.28525 0.162 -0.118 -0.404
H 0.84442 0.93449 -2.25999 0.020 0.195 0.199
H 0.87134 -0.77125 -2.26825 0.043 -0.021 0.041
H -0.79181 -0.95719 -3.86692 -0.530 0.018 -0.138
H -1.42925 0.69917 -3.63759 -0.202 -0.006 0.037
H 2.06892 -0.57903 -4.54909 -0.061 0.007 -0.004
H 1.16216 -0.70402 1.65218 -0.228 0.185 0.089
H 1.34695 -2.18333 0.80923 -0.281 -0.273 -0.151
H 1.83545 1.42818 0.53999 0.056 0.120 0.153
H 3.59636 2.45840 -0.79879 -0.047 0.179 0.179
H 5.87967 1.98599 -2.03203 -0.157 0.326 -0.071
H 4.91195 1.52221 -3.48545 0.002 0.369 -0.018
H 6.00621 0.40095 -2.73580 0.165 -0.012 -0.105
H 4.61387 -1.34384 -2.28764 0.126 -0.117 -0.106
H 2.89343 -2.34831 -1.01250 -0.210 -0.146 0.219
H -0.74541 0.24210 1.82232 0.014 -0.045 0.316
H -0.90117 -1.49204 2.13623 -0.068 0.013 0.313
H -3.20759 -0.94623 0.52929 0.374 0.225 -0.374
H -3.76555 -2.11524 2.09924 -0.110 -0.085 0.023
O 2.12646 5.06262 4.38275 0.041 0.025 0.050
C 0.97812 4.79973 4.28478 0.133 0.002 0.137
O 0.47794 3.54090 4.18872 -0.150 0.226 -0.070
C -0.95270 3.63513 4.23011 0.108 -0.086 -0.320
C -1.18501 5.05273 3.77134 -0.061 0.144 0.306
F -2.28460 5.59467 4.35492 0.052 0.037 -0.032
O -0.03044 5.72189 4.24694 0.073 -0.264 -0.339
H -1.29515 3.47760 5.24378 -0.062 0.238 0.122
H -1.41074 2.90000 3.58038 0.247 -0.013 0.007
H -1.25600 5.17648 2.68893 -0.126 0.081 0.058
O -2.12969 -1.30415 9.09472 0.053 -0.050 -0.013
C -2.20944 -0.26778 8.53562 0.144 -0.115 0.141
O -2.20392 0.94656 9.14589 -0.054 -0.025 -0.278
C -2.17627 1.94826 8.12737 -0.048 0.302 0.212
C -2.74994 1.20592 6.94406 0.296 -0.130 -0.165
F -2.21656 1.63887 5.76737 -0.187 -0.287 0.184
O -2.32983 -0.12114 7.17990 -0.304 0.174 0.208
H -1.14527 2.26106 7.95101 -0.007 -0.076 -0.157
H -2.76772 2.81410 8.41500 -0.055 -0.120 0.172
H -3.83840 1.23645 6.87505 0.015 0.056 -0.170
O 3.64803 -5.45388 -5.42286 0.057 0.011 0.075
C 3.51854 -4.70669 -6.33004 -0.005 0.017 0.179
O 2.40002 -3.98030 -6.57921 0.227 -0.022 -0.162
C 2.68667 -3.09868 -7.67003 -0.357 0.128 -0.111
C 3.82853 -3.80683 -8.35525 0.274 0.223 0.188
F 4.69421 -2.93255 -8.92674 0.016 -0.073 0.001
O 4.47400 -4.45921 -7.27598 -0.361 -0.186 -0.142
H 2.98101 -2.12482 -7.28116 0.136 -0.011 -0.083
H 1.81811 -2.97475 -8.31075 -0.116 -0.115 0.162
H 3.52450 -4.54665 -9.09789 0.103 0.050 -0.087
```
Forces are in eV/Å.

E, Eh: -4002.63373
E_HOMO, eV: -9.6
SMILES: CCCO[C@@]1([PH2]=O)C(=O)O[C@](CCCC(F)(F)C(F)(F)F)(CCOC=O)[C@@]1(Cc1ccc(C)cc1)C[C@@H](O)C(F)(F)F.O=C1OC[C@@H](F)O1.O=C1OC[C@@H](F)O1.O=C1OC[C@@H](F)O1
Frontier orbital gap, eV: 9.85

Entry 2:
A 3-piece molecular cluster, C35H42F8N4O4 overall. Source: the OMol25 dataset; level of theory: the ωB97M-V functional and the def2-TZVPD basis.

```
93
Properties=species:S:1:pos:R:3:forces:R:3
H -3.33970 0.76260 4.61755 -0.093 -0.022 -0.005
N -2.45680 1.05315 5.03218 -0.338 0.169 0.203
C -1.48691 0.72730 4.29494 -0.010 0.074 -0.265
C -0.10423 1.03260 4.74186 0.209 0.328 0.122
C -1.66924 -0.04627 3.00694 -0.209 0.278 0.318
N -1.93863 0.83118 1.78400 -0.053 -0.506 -0.039
N -3.12894 1.60659 2.03701 0.192 0.049 0.844
C -3.15914 3.02868 1.75931 -0.207 0.146 -0.148
C -2.62014 3.90699 2.87085 -0.022 0.026 -0.147
C -0.77396 1.67211 1.44371 0.447 0.232 -0.165
C 0.44782 0.89050 0.98411 -0.283 0.037 -0.398
F 0.97432 0.29912 2.12092 0.437 -0.257 0.120
C 1.48220 1.86599 0.41303 -0.079 -0.925 0.040
C 2.85518 1.19667 0.23616 0.122 0.472 0.063
C 3.91552 1.75311 1.21202 -0.511 -0.452 0.172
N 4.02550 0.96678 2.43714 0.301 0.299 -0.031
C 4.59884 -0.36784 2.20247 -0.456 0.184 0.027
C 3.69965 -1.44305 2.72433 -0.899 -0.922 0.724
C 3.12966 -1.38263 4.02608 -0.447 -1.142 -0.996
C 2.17757 -2.34573 4.44421 0.676 0.031 -1.529
C 1.78312 -3.37723 3.55351 1.232 1.069 -0.322
C 2.36103 -3.46191 2.26395 0.777 0.998 1.273
C 3.33106 -2.50779 1.87350 -0.674 -0.240 0.964
O 3.89014 -2.56927 0.59457 -0.360 -0.235 0.261
O 0.16895 -0.07404 0.04844 0.003 0.384 -0.293
C -1.03976 -0.83135 0.12239 0.673 -0.292 0.248
C -0.85676 -2.11254 1.05555 0.332 0.034 -0.421
O -1.94184 -2.42630 1.57177 0.047 -0.781 0.383
O 0.28891 -2.55067 1.11692 -0.839 0.125 -0.107
C -1.25942 -1.26747 -1.33470 -0.417 0.295 0.164
F -0.39467 -2.20898 -1.69009 0.453 -0.167 -0.080
F -1.06293 -0.17763 -2.13813 0.223 0.174 -0.109
C -2.66462 -1.73902 -1.80612 0.302 -0.615 -0.097
F -2.48214 -2.05364 -3.10392 -0.246 0.117 -0.178
F -3.51865 -0.70442 -1.71789 -0.431 0.226 -0.199
C -3.35101 -2.97214 -1.15684 0.229 0.737 -0.192
F -2.46502 -3.89611 -0.89006 0.358 -0.697 0.058
F -3.98514 -2.61099 -0.06072 -0.529 0.095 0.541
F -4.25875 -3.44252 -2.00509 -0.225 -0.275 -0.323
C -2.23275 -0.04658 0.59412 0.082 0.703 -0.124
H 0.36526 0.14175 5.14477 0.117 -0.247 0.069
H -0.14153 1.79870 5.50160 -0.008 0.086 0.334
H 0.53175 1.36802 3.93682 0.164 0.042 -0.139
H -2.53701 -0.68073 3.08213 -0.209 -0.222 -0.036
H -0.80863 -0.66698 2.81274 0.091 -0.044 -0.100
H -3.93263 1.08417 1.73486 0.014 -0.128 -0.320
H -2.72920 3.29658 0.79855 0.164 -0.027 -0.242
H -4.21195 3.25615 1.65047 -0.316 -0.049 -0.072
H -1.68357 3.55257 3.27615 0.199 -0.047 0.138
H -2.46752 4.90641 2.48171 0.054 0.265 -0.033
H -3.33601 3.96508 3.67670 -0.103 -0.056 0.338
H -1.02269 2.34524 0.63965 -0.314 0.059 -0.240
H -0.47643 2.25815 2.29561 -0.069 0.131 0.306
H 1.55360 2.72453 1.07398 -0.028 0.204 0.147
H 1.10062 2.19271 -0.54509 -0.190 0.196 -0.204
H 3.18930 1.32341 -0.78593 0.029 0.100 -0.251
H 2.74626 0.12920 0.38502 0.065 -0.316 -0.024
H 3.62295 2.75511 1.50926 0.089 0.358 -0.049
H 4.87802 1.82525 0.72365 0.318 -0.066 -0.016
H 3.08298 0.84692 2.77772 -0.071 -0.096 0.237
H 5.58995 -0.43205 2.63848 0.286 0.043 0.124
H 4.67511 -0.54550 1.13731 0.323 0.013 -0.285
H 3.42706 -0.58052 4.68118 0.030 0.149 0.185
H 1.74874 -2.27482 5.43048 -0.073 -0.064 0.164
H 1.03598 -4.08814 3.85963 -0.145 -0.149 -0.032
H 2.05868 -4.23082 1.57816 -0.025 -0.076 -0.157
H 4.76376 -2.95917 0.67879 0.137 -0.034 -0.084
H -2.96787 -0.77068 0.91392 -0.248 -0.083 0.026
H -2.62245 0.62480 -0.15905 -0.010 0.276 -0.111
C -3.83919 0.98534 -4.51213 -0.058 0.090 -0.096
C -4.76965 0.03109 -4.90099 0.012 0.014 0.018
C -5.67736 0.31882 -5.91060 -0.008 -0.003 0.000
C -5.65813 1.55986 -6.53175 -0.004 -0.003 0.000
C -4.73161 2.51577 -6.14107 0.002 0.011 0.008
C -3.82297 2.22751 -5.13232 -0.002 0.001 0.010
H -3.12438 0.76686 -3.73381 0.060 -0.059 0.053
H -4.78673 -0.93737 -4.41975 0.021 -0.034 0.013
H -6.40004 -0.42687 -6.21516 -0.007 -0.009 -0.004
H -6.36445 1.78136 -7.32120 -0.010 0.002 -0.004
H -4.71678 3.48449 -6.62344 0.004 0.007 -0.009
H -3.09837 2.97278 -4.82957 0.016 0.003 -0.008
C 3.95287 -0.01497 -4.41889 -0.006 0.016 0.003
C 3.48027 -0.49608 -3.20556 0.092 -0.023 -0.068
C 4.07703 -1.59999 -2.61168 -0.007 0.007 0.027
C 5.15247 -2.21796 -3.23565 0.000 0.003 -0.015
C 5.62407 -1.74091 -4.45158 0.006 -0.012 0.026
C 5.02379 -0.63916 -5.04387 -0.005 0.019 -0.006
H 3.48491 0.84610 -4.87960 -0.004 -0.005 -0.008
H 2.64596 -0.01307 -2.71945 -0.134 0.022 0.034
H 3.70575 -1.97321 -1.66616 -0.008 0.001 0.003
H 5.62307 -3.07702 -2.77411 -0.009 -0.017 -0.007
H 6.45861 -2.22881 -4.93875 0.008 -0.002 0.002
H 5.39004 -0.26716 -5.99214 0.001 0.003 -0.005
```
Forces are in eV/Å.

E, Eh: -2677.69880
E_HOMO, eV: -8.3
SMILES: [H]/N=C(/C)C[N@@+]1(NCC)C[C@](F)(CCCNCc2ccccc2O)O[C@](C(=O)[O-])(C(F)(F)C(F)(F)C(F)(F)F)C1.c1ccccc1.c1ccccc1
Frontier orbital gap, eV: 8.21